Entry 1:
12
Properties=species:S:1:pos:R:3:forces:R:3:nbo_charge:R:1 method="wB97M-V/def2-TZVPD" relative_energy_kj_mol=270.8 total_charge=0 homo_ev=-9.94 e_tot_ev=-8337.655 smiles=O[C@H]1C[C@H]2O[C@@H]12
O 1.493332 -0.642038 -1.260666 0.24 0.21 0.55 -0.6914
C 0.350414 -0.737928 -0.466794 -0.17 -0.22 0.90 0.0892
C 0.191936 -0.318115 1.098216 0.26 0.12 -0.11 -0.4412
C -0.778514 0.732283 0.615420 -0.22 0.19 0.34 0.0492
O -0.054608 1.537849 -0.308112 -0.12 0.22 -0.12 -0.5009
C -0.680200 0.331453 -0.783734 -0.19 -0.16 -0.15 -0.0069
H 1.666631 0.308177 -1.355162 0.11 -0.25 0.05 0.4767
H 0.067991 -1.775606 -0.365437 -0.41 -0.27 -1.13 0.1892
H -0.315332 -1.115554 1.672037 0.33 0.20 -0.41 0.2065
H 1.057159 0.031881 1.662982 -0.03 0.11 -0.16 0.2182
H -1.637519 1.166276 1.107358 0.11 0.10 0.09 0.2022
H -1.361286 0.481324 -1.616109 0.08 -0.28 0.14 0.2091

=====

Entry 2:
12
Properties=species:S:1:pos:R:3:forces:R:3:nbo_charge:R:1 method="wB97M-V/def2-TZVPD" relative_energy_kj_mol=532.1 total_charge=0 homo_ev="-8.00 / -8.00" e_tot_ev=-8334.947
C 1.365617 0.992642 -0.858747 0.34 0.86 -0.09 -0.6540
C 0.307136 0.385762 -0.019259 -3.48 1.34 -0.37 -0.4451
C 0.064633 -0.998600 -0.202493 -3.48 -1.70 1.41 0.6131
O 0.395542 -1.937935 -0.828067 0.06 0.84 0.21 -0.4909
C -1.748134 -1.049509 1.033069 1.70 0.01 1.81 0.2181
O -1.920532 -0.248258 1.937341 0.54 -0.29 -1.70 -0.5647
H 2.308009 0.722052 -0.374022 0.20 0.14 -0.36 0.2301
H 1.364374 0.693214 -1.907264 -0.05 -0.31 0.21 0.2283
H 1.270645 2.079115 -0.851868 0.15 0.00 0.14 0.2323
H -1.349402 0.664382 -0.146860 4.30 -0.31 -0.25 0.2409
H 0.294634 0.657479 1.036252 -0.13 -0.04 -0.10 0.2754
H -2.352522 -1.960344 1.181917 -0.15 -0.54 -0.93 0.1165

=====

Entry 3:
12
Properties=species:S:1:pos:R:3:forces:R:3:nbo_charge:R:1 method="wB97M-V/def2-TZVPD" relative_energy_kj_mol=450.7 total_charge=0 homo_ev="-9.72 / -7.90" e_tot_ev=-8335.790
O -1.531189 1.076654 0.453835 -1.47 -0.38 -1.28 -0.6734
C -0.234467 0.803015 -0.055016 -0.32 -0.13 0.57 -0.1016
C 0.323808 0.642291 1.271657 1.93 -0.42 0.75 -0.1928
C 0.989586 -1.086539 -1.097112 0.76 -0.87 -0.95 -0.3381
C -0.230244 -0.628339 -0.641018 -2.20 1.04 1.47 0.3873
O -1.307851 -1.235957 -0.391232 1.66 -0.16 -0.87 -0.5843
H -1.937276 0.155499 0.297104 -0.01 0.98 0.30 0.4966
H 0.170746 1.610045 -0.666429 -0.08 -0.15 -0.03 0.2032
H 0.845653 1.434118 1.816498 -0.18 -0.28 -0.29 0.1968
H 0.050049 -0.262246 1.811471 0.05 0.26 -0.12 0.1963
H 1.097595 -2.126979 -1.403345 0.06 0.23 0.19 0.2076
H 1.763589 -0.381561 -1.396413 -0.22 -0.13 0.26 0.2025

=====

Entry 4:
12
Properties=species:S:1:pos:R:3:forces:R:3:nbo_charge:R:1 method="wB97M-V/def2-TZVPD" relative_energy_kj_mol=501.1 total_charge=0 homo_ev=-9.02 e_tot_ev=-8335.267
O 1.495297 -0.440746 -1.118222 0.09 0.25 0.03 -0.6936
C 0.309795 -0.729210 -0.443703 -0.26 -0.22 0.08 0.0767
C 0.191078 -0.536055 1.091900 0.07 0.03 0.13 -0.5840
C -1.079818 0.293555 0.948558 0.12 -0.27 -0.03 0.0883
O -0.247895 1.558814 -0.346995 -0.03 0.14 0.09 -0.6639
C -0.848817 0.266815 -0.556337 -0.18 -0.05 -0.13 -0.0734
H 1.662487 0.503863 -0.991577 0.07 -0.14 -0.05 0.4772
H 0.009301 -1.738576 -0.739453 0.00 0.16 0.03 0.1860
H -0.057031 -1.450712 1.646363 0.06 0.05 -0.06 0.2509
H 1.016428 -0.043453 1.616500 -0.14 -0.08 -0.05 0.2467
H -0.855825 2.049752 0.248550 0.07 0.13 -0.22 0.5031
H -1.594998 0.265948 -1.355589 0.12 0.01 0.18 0.1861

=====

Entry 5:
12
Properties=species:S:1:pos:R:3:forces:R:3:nbo_charge:R:1 method="wB97M-V/def2-TZVPD" relative_energy_kj_mol=104.8 total_charge=0 homo_ev=-9.96 e_tot_ev=-8339.375 smiles="CC(C=O)C=O"
C 0.901392 0.503845 0.825130 0.06 0.01 0.10 -0.5974
C -0.037680 0.280035 -0.369880 0.05 0.05 -0.07 -0.4396
C 0.283079 -1.074822 -0.990888 0.03 -0.05 -0.27 0.4550
O 0.678309 -1.218458 -2.119788 -0.17 0.05 0.52 -0.5001
C -1.477729 0.265054 0.115152 -0.09 -0.27 0.30 0.4455
O -1.842712 -0.430258 1.033451 0.13 0.31 -0.41 -0.5111
H 0.735989 1.492412 1.264023 0.02 -0.13 -0.07 0.2230
H 0.701065 -0.244887 1.597917 0.08 0.11 -0.13 0.2294
H 1.947806 0.436242 0.513959 -0.14 0.00 0.04 0.2217
H 0.096743 1.041196 -1.144902 -0.03 -0.10 0.12 0.2278
H 0.135410 -1.936393 -0.302158 0.04 0.11 -0.15 0.1231
H -2.191077 0.920136 -0.421226 0.02 -0.07 0.03 0.1227

=====

Entry 6:
12
Properties=species:S:1:pos:R:3:forces:R:3:nbo_charge:R:1 method="wB97M-V/def2-TZVPD" relative_energy_kj_mol=410.5 total_charge=0 homo_ev="-7.46 / -7.43" e_tot_ev=-8336.207
O -2.065937 -0.548014 0.292447 0.06 0.48 -0.08 -0.5178
C -1.837960 0.618109 0.086536 -0.07 -0.23 0.03 0.4439
C -0.437141 1.219081 0.063147 -0.01 -0.04 0.03 -0.5823
C 0.609005 0.231771 0.426956 -0.24 0.28 0.80 0.0748
C 1.642002 -1.654699 -0.486543 0.51 -1.01 0.26 -0.1156
O 1.058724 -0.502457 -0.556390 -0.25 0.62 -0.99 -0.3660
H -2.668496 1.334300 -0.098400 0.07 -0.08 0.00 0.1041
H -0.432818 2.086040 0.739125 -0.03 -0.13 -0.08 0.2360
H -0.264439 1.620478 -0.946063 -0.03 -0.07 0.14 0.2451
H 0.657818 -0.211712 1.419865 -0.02 0.10 -0.08 0.1543
H 2.058561 -2.025443 -1.409253 -0.08 0.02 0.11 0.1709
H 1.680681 -2.167455 0.468574 0.09 0.05 -0.14 0.1527

=====

Entry 7:
13
Properties=species:S:1:pos:R:3:forces:R:3:nbo_charge:R:1 method="wB97M-V/def2-TZVPD" relative_energy_kj_mol=28.0 total_charge=0 homo_ev=-8.43 e_tot_ev=-19175.016 smiles="C/C=C/S.O=C=O"
C 2.707639 -0.837827 0.537844 -0.39 0.67 0.72 1.0207
C -0.117090 0.927767 0.354791 -0.35 0.20 0.99 -0.3556
C -0.851116 0.222001 -0.499849 0.05 0.68 0.95 -0.2196
C -1.784248 -0.855899 -0.105665 1.62 0.00 3.48 -0.6284
O 2.395241 -1.196626 1.569775 -0.67 -1.56 2.52 -0.5188
O 2.981081 -0.333380 -0.435367 1.11 0.81 -3.30 -0.5024
S 0.949138 2.232008 -0.166203 -0.49 -0.71 -1.70 0.0167
H -0.226685 0.820353 1.458381 0.33 -0.14 -0.94 0.2229
H -0.850348 0.598410 -1.496462 0.03 -0.30 -0.97 0.1892
H -1.411297 -1.801407 -0.434053 -0.29 -0.77 -0.66 0.2207
H -2.781900 -0.632528 -0.335850 -1.42 -0.06 -0.70 0.2197
H -1.731458 -0.952766 1.061162 -0.20 0.21 -1.95 0.2029
H 0.721041 1.809900 -1.508499 0.69 0.98 1.54 0.1321

=====

Entry 8:
13
Properties=species:S:1:pos:R:3:forces:R:3:nbo_charge:R:1 method="wB97M-V/def2-TZVPD" relative_energy_kj_mol=222.3 total_charge=0 homo_ev=-9.50 e_tot_ev=-19173.003 smiles="O=C1OCC[C@H]1S"
C 0.715751 0.109652 0.267411 2.16 -9.11 3.71 -0.4400
C -0.352284 -1.128478 -0.142467 3.83 1.49 -4.19 -0.4094
C -1.549047 -0.298523 -0.122086 -3.23 2.26 -2.36 -0.1215
C 0.152643 1.232658 -0.113222 -0.91 8.20 -2.13 0.7107
H 3.117835 0.929757 0.154411 -1.44 -1.30 -0.45 0.1759
H 0.665895 0.160349 1.401022 0.33 -0.36 -0.99 0.2611
H 0.023320 -1.768588 -1.090525 -1.10 2.10 1.63 0.2317
H -0.350968 -1.812343 0.579159 -0.03 -2.68 3.17 0.2127
H -2.098616 -0.440147 0.819102 0.57 0.98 0.28 0.1957
H -2.388717 -0.141341 -0.867892 0.75 -2.34 0.33 0.2363
O -1.104742 1.069576 -0.492021 -0.48 0.69 1.31 -0.4652
O 0.792190 2.283747 -0.073410 -1.81 -0.55 -0.55 -0.5796
S 2.376735 -0.196313 -0.319485 1.36 0.61 0.26 -0.0084

=====

Entry 9:
13
Properties=species:S:1:pos:R:3:forces:R:3:nbo_charge:R:1 method="wB97M-V/def2-TZVPD" relative_energy_kj_mol=292.7 total_charge=0 homo_ev=-8.68 e_tot_ev=-19172.273
C -2.335581 -0.269356 1.348199 2.74 4.14 4.25 -0.7631
C 0.482021 -0.044080 0.655001 -0.24 -1.55 0.56 -0.3005
C 1.559040 -0.032693 -0.150058 2.01 1.58 0.95 -0.3608
C 1.688136 0.173416 -1.646708 5.86 3.05 3.93 0.7311
H -2.677460 1.082550 1.569249 1.51 -4.01 -0.20 0.1940
H -3.305467 -0.532512 1.102967 -1.50 -1.51 -0.71 0.2326
H -1.831217 -0.800323 2.364364 -1.97 1.64 -2.71 0.2404
H 0.816768 -0.166062 1.749380 -1.46 0.51 -1.51 0.2429
H 2.461008 0.218560 0.497324 -0.72 -0.73 -1.58 0.2304
H 0.986743 -0.029541 -3.066393 -1.32 0.50 -1.88 0.5090
O 0.568147 0.186770 -2.223386 -2.39 -1.41 -2.54 -0.6299
O 2.746859 0.587125 -2.215945 -2.94 -2.24 1.64 -0.6176
S -1.158998 -0.373851 0.016006 0.41 0.04 -0.20 0.2917

=====

Entry 10:
13
Properties=species:S:1:pos:R:3:forces:R:3:nbo_charge:R:1 method="wB97M-V/def2-TZVPD" relative_energy_kj_mol=375.9 total_charge=0 homo_ev="-8.53 / -7.29" e_tot_ev=-16214.189
C 1.777277 0.146262 -0.323815 0.21 -0.20 0.25 -0.3097
C 1.218396 1.206019 -0.853597 -1.08 -0.26 0.49 -0.2397
C -0.439171 -0.821561 0.170801 -0.22 -0.67 0.23 0.1736
C 1.016060 -0.762264 0.607838 -0.13 -0.03 -0.02 -0.5383
O -0.872164 -1.741424 -0.506992 0.10 0.39 0.14 -0.5529
O -3.016968 0.468188 -0.325288 -0.59 0.22 0.04 -1.0877
Si -1.617677 0.626302 0.453209 1.73 0.18 -1.24 1.3802
H 2.821848 -0.142373 -0.510254 -0.21 0.25 -0.08 0.2059
H 1.628403 1.929563 -1.527934 -0.01 0.35 -0.22 0.1768
H 1.435204 -1.767508 0.583868 -0.14 -0.08 0.03 0.2331
H 1.064910 -0.384932 1.633805 0.09 -0.04 0.05 0.2207
H -3.129501 -0.164588 -1.031272 0.14 -0.31 -0.26 0.5247
H -1.886615 1.408316 1.629629 0.11 0.20 0.59 -0.1866